i.
Below is 2 unconnected molecules or ions with the total composition C3H13NSi2, with properties calculated with ωB97M-V with the def2-TZVPD basis set.

Element x y z (Å)
Si1 1.14 1.43 -0.91
Si2 -4.20 -0.30 0.57
N1 1.79 0.13 0.07
C1 0.99 -0.88 0.65
C2 3.17 -0.02 0.43
C3 -3.07 -0.18 -0.81
H1 -2.44 -1.10 -1.11
H2 3.40 0.04 1.43
H3 0.95 -0.80 1.69
H4 2.04 1.76 -1.88
H5 -5.37 0.52 0.92
H6 1.41 -1.98 0.39
H7 3.54 -0.97 0.15
H8 -0.07 0.79 -1.51
H9 -4.43 -1.49 1.56
H10 -0.01 -0.89 0.11
H11 3.79 0.63 -0.08
H12 -3.56 0.50 -1.54
H13 0.93 2.79 -0.12

Summary:
- LUMO (eV) = -0.003
- E_HOMO (Ha) = -0.308
- spin multiplicity = 1

Charges in e, computed with Löwdin, in the same order as the atoms: number 1, Si, carries 0.6132; number 2, Si, carries 0.6604; number 3, N, carries -0.4288; number 4, C, carries -0.1851; number 5, C, carries -0.1632; number 6, C, carries -0.3618; number 7, H, carries -0.0115; number 8, H, carries 0.0603; number 9, H, carries 0.0509; number 10, H, carries -0.1230; number 11, H, carries -0.1257; number 12, H, carries 0.1194; number 13, H, carries 0.0710; number 14, H, carries -0.0643; number 15, H, carries -0.1015; number 16, H, carries 0.0577; number 17, H, carries 0.0489; number 18, H, carries -0.0507; number 19, H, carries -0.0663

=====

ii.
Below is 2 unconnected molecules or ions with the total composition C3H13NSi2, with properties calculated with ωB97M-V with the def2-TZVPD basis set.

Element x y z (Å)
Si1 3.15 0.05 0.29
Si2 -0.83 1.07 0.46
N1 -1.60 -0.34 -0.15
C1 2.43 1.75 -0.11
C2 -1.38 -0.84 -1.49
C3 -2.51 -1.08 0.76
H1 -2.14 -0.41 -2.13
H2 2.04 -0.95 0.22
H3 -2.50 -0.56 1.81
H4 -0.29 0.87 1.79
H5 3.77 -0.09 1.70
H6 2.38 2.61 0.47
H7 -0.42 -0.45 -1.91
H8 4.19 -0.73 -0.62
H9 -1.50 -1.93 -1.32
H10 -2.19 -2.11 1.06
H11 2.42 1.92 -1.30
H12 -1.36 2.42 -0.03
H13 -3.63 -1.20 0.50

Summary:
- LUMO (alpha / beta) (eV) = -0.200 / -0.486
- E_HOMO (alpha / beta) (Ha) = -0.311 / -0.254
- spin multiplicity = 1

Charges in e, computed with Löwdin, in the same order as the atoms: number 1, Si, carries 0.4494; number 2, Si, carries 0.6888; number 3, N, carries -0.4607; number 4, C, carries -0.2911; number 5, C, carries -0.1568; number 6, C, carries -0.1706; number 7, H, carries 0.0660; number 8, H, carries -0.1156; number 9, H, carries 0.0731; number 10, H, carries -0.0930; number 11, H, carries -0.0938; number 12, H, carries -0.0839; number 13, H, carries 0.0795; number 14, H, carries -0.0825; number 15, H, carries 0.0926; number 16, H, carries 0.0756; number 17, H, carries 0.0218; number 18, H, carries -0.0931; number 19, H, carries 0.0942

=====

In eV, relative to the most stable structure: i 0.000; ii 1.188.